Here is a structure of composition C15H18OS2 in a non-equilibrium geometry from the Open Molecules 2025 dataset. Energies are from the ωB97M-V functional and the def2-TZVPD basis.

Geometry (Å):
H: 5.123 1.246 -0.731
O: -1.564 -2.950 -1.284
C: 2.298 0.960 0.767
C: -0.454 -2.152 -1.187
H: -2.446 -0.714 -2.728
H: -3.697 -3.898 -0.083
C: -3.182 -1.486 -2.477
H: 4.407 -0.304 -1.254
H: -4.899 -2.846 -0.864
C: 0.364 2.507 0.391
H: -2.828 -1.567 -0.371
H: 2.286 0.746 -1.391
H: -4.145 -0.988 -2.310
H: 5.268 -0.513 1.290
C: -0.624 1.905 2.933
C: -3.911 -3.315 -0.986
H: -1.018 1.665 3.918
C: -2.838 -2.262 -1.233
C: -0.862 3.018 0.807
H: -2.337 3.114 2.387
H: 3.028 2.250 -0.763
S: -0.585 -0.513 -0.934
C: 2.892 1.176 -0.585
C: 3.250 0.284 1.576
H: -3.303 -2.148 -3.346
C: -1.369 2.713 2.069
C: 0.598 1.381 2.529
H: 0.751 2.783 -0.584
H: -3.970 -4.003 -1.838
H: 3.127 0.104 2.633
H: -1.435 3.661 0.144
S: 1.108 -2.720 -1.291
H: 1.155 0.750 3.221
C: 4.400 0.017 0.886
C: 4.328 0.512 -0.523
C: 1.085 1.586 1.211

Summary:
- E (Eh) = -1453.87499
- LUMO energy (eV) = -2.57
- charge = 0

For reference, the Löwdin charges in units of e are: H 0.125; O -0.157; C -0.090; C -1.376; H 0.031; H 0.080; C -0.093; H 0.129; H 0.082; C -0.029; H 0.101; H 0.118; H 0.085; H 0.127; C -0.062; C -0.058; H 0.110; C -0.501; C -0.065; H 0.115; H 0.134; S 0.580; C -0.104; C 0.000; H 0.088; C -0.054; C -0.004; H 0.115; H 0.083; H 0.114; H 0.112; S 0.454; H 0.111; C 0.028; C -0.129; C -0.201